A cluster of 10 separate species, C44H117N9O13 in total in a non-equilibrium geometry. Source: OMol25; level of theory: the ωB97M-V functional and the def2-TZVPD basis.

Last column: Löwdin charge in e.
Element x y z (Å)
O 3.11885 2.30515 -5.58078  -0.177
C -8.14308 -0.74509 -3.29593  -0.113
N 8.05537 1.49177 1.60116  0.027
H 1.23692 -2.17201 -4.35890  0.073
N -0.36967 7.58553 0.33343  0.044
H 3.73944 -0.32734 1.18294  0.070
H 2.23914 1.26021 2.40335  0.063
C 1.99391 2.23615 1.95686  -0.113
C 0.97156 -0.62560 -2.10307  -0.223
C -0.04503 7.10929 4.51139  -0.123
H -4.67017 -1.06669 -0.50197  0.045
C -1.87524 -7.66228 1.18386  -0.108
C 2.80836 1.08289 -6.18234  -0.122
N -4.65420 -3.61019 1.74281  0.055
H -1.98220 -8.56059 0.57712  0.087
C -1.18507 -5.44113 1.06710  -0.237
H -4.26512 4.13005 2.21504  0.097
H -1.10075 -7.88064 1.93119  0.090
C 6.07025 0.10356 1.69501  -0.231
H 1.07426 -1.54159 -1.50095  0.108
H 2.85764 2.66869 1.46312  0.087
H 3.18044 4.84224 -5.31174  0.124
O -1.47510 -6.60278 0.35870  -0.167
H -3.00048 -1.28540 3.59315  0.087
H 8.09690 -0.56244 1.79078  0.137
H -6.23106 3.38164 1.32449  0.127
H 4.13021 3.63815 5.31402  0.109
C -3.37196 -1.96683 -1.80180  -0.428
H 0.29067 -2.90770 -3.06682  0.082
H 2.67852 5.41046 4.77461  0.078
H -5.50220 -3.05598 1.81146  0.081
O -7.89016 0.19805 -2.27618  -0.198
C 4.01997 4.46270 -1.33110  -0.199
C 4.75222 -5.78019 -2.40880  -0.416
H 6.10110 -0.24581 0.64756  0.127
H 1.47897 5.07020 -4.78766  0.120
H -6.83996 0.58018 1.96227  0.100
H -0.48873 -5.69931 1.89217  0.137
O -4.46150 3.56784 0.25294  -0.187
C 0.29746 -2.08536 -3.79864  -0.115
H -2.74734 -3.61674 2.65665  0.098
H 8.62656 0.28648 4.03050  0.077
C 0.54015 6.47193 2.31857  -0.201
C 3.69855 4.96565 -2.71921  -0.220
H 8.98367 1.57973 2.00850  0.066
H -2.43777 -3.33305 -3.14725  0.064
H 2.00546 -0.45592 -2.45387  0.120
H 7.09559 -0.60795 4.04170  0.078
H 1.44771 2.32811 5.43683  0.076
H 3.96787 -3.76879 -2.65401  0.129
C -0.13477 6.28673 0.95312  -0.417
H -2.44827 -2.08424 -1.21558  0.118
H 1.44342 3.26556 -6.36601  0.126
N 6.05115 -5.21971 -1.90810  0.031
O -3.88241 -5.15575 4.13426  -0.188
H -1.25138 -2.99139 1.54429  0.036
H 2.96253 -3.89310 -5.51426  0.086
C -3.30933 -0.79274 -2.73326  -0.191
H 2.48700 1.22145 -7.22173  0.091
H -3.21248 -1.34161 1.89853  0.060
O -0.38756 7.16900 3.15241  -0.201
H -8.71029 0.56787 0.70014  0.116
H 5.55729 1.07641 1.67871  0.126
H 2.06620 0.48498 -5.63349  0.083
N -4.55962 -1.98281 -0.93773  0.072
H 3.08589 3.17134 -3.34767  0.065
H 4.59452 -6.99681 -0.60124  0.081
H 2.99107 1.76255 4.81800  0.057
H -3.24466 -5.66245 6.08609  0.090
C 0.70751 5.38002 0.05303  -0.045
H 3.69966 0.44891 -6.19433  0.086
H 0.80147 5.53091 2.82416  0.109
H -3.10126 2.82580 1.67288  0.064
H 3.40447 6.02177 -2.72060  0.120
H -3.16466 1.55951 -3.66650  0.093
H -2.05931 -4.99453 1.57328  0.101
C 3.85052 2.02078 -1.28570  -0.119
H -4.63780 -1.16341 2.87966  0.077
H 0.14770 0.51249 2.14208  0.131
H 8.26038 1.36583 0.61336  0.071
H 1.34122 -5.36017 0.28732  0.076
H 4.06033 -2.65187 -4.73062  0.085
H -4.37782 1.82557 -2.34910  0.084
H 1.46236 7.06589 2.20769  0.133
H -0.91618 8.13595 0.98667  0.066
H -1.64223 1.75581 -0.04968  0.112
H -4.39322 -2.58390 -0.13049  0.027
H 0.59277 -5.45782 -1.26231  0.081
H 1.20764 2.57865 -4.81121  0.127
H 2.73472 1.83148 6.60874  0.073
C 7.48428 0.25676 2.19011  -0.453
H -2.71298 2.36859 -2.13718  0.084
C -3.74012 -3.18275 2.81631  -0.431
N -0.58815 0.00762 -0.36671  -0.038
H 3.70573 -1.96577 1.88729  0.089
H 1.83057 2.74084 2.92704  0.069
C -3.65989 3.73037 1.39698  -0.097
C -3.33548 1.59692 -2.58741  -0.070
H -4.28896 -0.65519 -3.21043  0.137
H -6.35340 3.21193 -0.41420  0.117
H -0.25426 6.09505 4.88087  0.089
C 3.99635 -6.34042 -1.22961  -0.073
H -0.74237 7.74071 5.06298  0.086
H -7.54208 -1.64874 -3.17984  0.086
H -7.91209 -0.25004 -4.23921  0.085
C -3.67876 -1.68186 2.83316  -0.061
H 2.90027 2.14686 -0.74811  0.065
H -1.29460 -4.33470 -0.64769  0.123
H 0.98755 7.41179 4.69580  0.083
H -8.74510 -1.03453 -0.83452  0.116
H -3.81345 -3.23910 5.03478  0.129
H -5.27965 -3.66815 4.24010  0.131
C 1.97069 3.10400 -5.41191  -0.251
O 0.84079 2.25827 1.16206  -0.202
C -5.71934 2.97051 0.43805  -0.218
H 3.46719 1.76795 -2.28669  0.072
H -4.90054 -4.58652 1.85829  0.081
H 1.39697 -3.91791 -0.68418  0.060
C -0.19525 1.43299 1.65541  -0.202
C 3.98947 -4.73920 -3.17933  -0.246
H 5.11299 -6.58368 -3.05178  0.137
C 3.98591 -3.62608 -5.23478  -0.116
H 6.38242 -4.51918 -2.55857  0.059
H -3.42048 -4.17086 -2.00621  0.072
H 4.41169 1.18305 -0.88127  0.080
C -0.56602 -4.38935 0.18524  -0.438
C -7.79951 0.67588 0.10952  -0.189
C 0.46930 0.50794 -1.25643  -0.178
C 3.98679 -0.92768 2.06289  -0.092
H -1.32895 -0.20412 -1.03221  0.061
H -0.01894 4.87447 -0.58815  0.084
H -2.85456 4.41804 1.13245  0.077
H -4.22423 -6.84724 5.16919  0.088
H 4.56570 -3.48262 -6.14923  0.087
H 0.08390 1.32859 -1.88328  0.136
H -1.08352 5.81068 1.20230  0.118
C 3.08530 3.70739 5.64588  -0.317
H 3.14271 -6.94931 -1.54988  0.082
H -0.52500 -2.26530 -4.49324  0.085
H 1.48049 5.81126 -0.57806  0.064
H -4.98183 -5.43037 5.85750  0.089
C -3.39970 -3.26421 -2.61603  -0.064
O 5.35227 -0.85809 2.43269  -0.188
H 4.67058 5.03053 -3.25816  0.124
H -4.20877 -3.36889 -3.34084  0.078
C -4.06152 -5.78810 5.36989  -0.117
O 2.34726 4.50856 4.73956  -0.100
H 5.93948 -4.82227 -0.98430  0.058
H 3.52429 -5.55306 -0.63409  0.062
H -0.48927 -2.39027 0.19838  0.032
O 4.62567 3.17632 -1.32841  -0.172
H -4.82927 1.38665 1.48478  0.109
H 2.90833 -4.98749 -3.20818  0.125
N -6.64879 0.63461 0.97868  -0.065
C -1.14143 0.99131 0.57504  -0.198
H 3.11037 4.37520 -0.72710  0.093
H -4.97485 1.02614 -0.21140  0.099
O 0.10512 -0.83836 -3.19155  -0.182
H -9.22003 -0.95573 -3.32643  0.088
H -7.87092 1.64104 -0.40768  0.111
H 0.46639 8.10789 0.11138  0.069
O -2.93976 0.36262 -1.99527  -0.236
H -2.84435 -7.45167 1.65064  0.088
H 4.74281 5.13349 -0.86772  0.126
C 2.33968 4.39917 -4.75382  -0.198
N -0.47045 -3.11453 0.91072  0.076
C 7.58997 0.29674 3.68871  -0.060
C 0.76356 -4.76682 -0.43540  -0.065
H -7.04839 -1.11817 -0.93100  0.098
O 4.55804 -4.64634 -4.45413  -0.174
H -2.55326 -0.95264 -3.50944  0.119
C 2.51679 2.28567 5.64737  -0.077
H -0.76986 2.04934 2.36481  0.123
C -4.18114 -3.78427 4.15260  -0.221
C -5.51402 1.46818 0.63295  -0.204
H 7.14138 1.20677 4.08825  0.084
H 3.11317 4.12299 6.65884  0.108
H 3.41522 -0.52531 2.90513  0.076
C -7.86691 -0.38221 -0.99801  -0.238
H -2.03390 0.55394 1.04332  0.104
H 1.29554 0.89562 -0.67753  0.084
N 2.74054 4.11551 -3.38182  -0.046
H 1.18502 4.60025 0.64741  0.049

Forces on the atoms, in the same order (eV/Å):
O -0.06 0.06 0.26
C -0.37 0.66 -0.12
N 0.27 0.04 0.25
H 0.09 0.26 0.05
N -1.08 -0.15 -0.04
H 0.17 -0.07 -0.07
H 0.03 -0.40 -1.04
C -0.16 -0.06 2.17
C 0.85 -0.25 -0.12
C -0.86 -0.48 0.15
H -0.06 0.04 -0.19
C 0.02 -0.28 0.01
C 0.32 -0.87 -0.24
N 0.56 0.12 0.03
H -0.03 0.12 -0.18
C 0.78 0.13 1.45
H 0.23 -0.08 0.22
H -0.21 0.13 0.17
C -0.44 -0.13 -0.84
H -0.36 0.07 0.11
H -0.11 0.03 -0.25
H -0.20 0.11 -0.11
O -0.14 -0.10 -0.72
H -0.26 -0.18 0.27
H -0.34 -0.43 0.38
H 0.11 0.00 0.00
H -0.02 0.14 0.08
C -0.41 -1.95 0.10
H -0.03 0.14 0.06
H 0.03 -0.01 -0.03
H -0.07 -0.13 -0.03
O 0.17 0.30 -0.01
C -0.63 -0.59 0.23
C 1.86 0.29 1.02
H 0.06 0.24 -0.01
H 0.07 0.11 0.04
H -0.20 0.25 -0.01
H -0.01 0.15 -0.13
O 0.13 0.39 -0.67
C -0.14 -0.61 -0.17
H -0.14 0.25 -0.18
H 0.06 -0.07 -0.14
C -0.25 0.02 0.39
C 0.98 0.38 -0.82
H -0.10 0.25 0.07
H -0.25 -0.02 -0.17
H -0.18 0.33 -0.20
H -0.03 0.24 0.44
H -0.05 -0.10 0.31
H 0.51 -0.03 -0.01
C 1.77 0.59 0.56
H 0.09 0.63 0.01
H 0.42 0.17 -0.13
N -0.45 -0.39 -0.13
O 0.59 0.11 -0.04
H -0.05 0.17 -0.26
H -0.13 0.28 0.13
C -0.02 0.40 0.09
H -0.16 -0.01 0.08
H -0.21 -0.10 -0.06
O 0.24 0.27 -0.40
H 0.09 0.14 0.15
H 0.09 0.00 0.29
H -0.23 0.40 0.02
N 0.16 0.96 0.27
H 0.11 -0.09 -0.12
H 0.26 0.23 0.02
H -0.07 -0.41 0.20
H 0.21 0.14 -0.25
C -0.90 -0.76 0.17
H 0.13 0.33 -0.04
H -0.05 -0.11 -0.31
H -0.51 -0.19 0.23
H -0.53 -0.16 0.36
H -0.10 0.16 -0.01
H -0.12 -0.41 -0.39
C -1.53 0.23 -0.74
H -0.16 -0.27 0.23
H 0.40 0.20 0.08
H -0.34 -0.06 -0.04
H 0.01 0.18 0.06
H -0.44 -0.13 0.18
H -0.07 -0.07 -0.22
H -0.02 -0.04 0.00
H 0.04 0.17 -0.15
H 0.65 0.73 0.55
H -0.03 -0.32 -0.27
H 0.17 0.30 -0.27
H 0.29 -0.04 0.23
H -0.09 -0.36 -0.09
C 0.99 0.32 -0.80
H -0.01 0.07 -0.09
C -0.74 -0.63 0.65
N 0.30 -0.36 0.05
H -0.03 0.00 0.00
H -0.07 0.75 -0.51
C 0.37 -0.02 -0.23
C 0.32 -0.36 0.25
H -0.01 0.00 0.07
H 0.25 0.03 -0.19
H 0.56 -0.01 0.08
C -1.09 -0.31 -0.08
H 0.21 0.31 -0.11
H -0.05 -0.08 0.01
H 0.19 -0.11 0.00
C 1.00 0.83 -0.61
H 0.33 0.18 0.47
H 0.09 0.32 0.05
H 0.07 0.00 0.09
H -0.24 0.40 -0.23
H 0.64 -0.30 -0.14
H 0.08 0.01 -0.09
C -1.02 -0.22 -0.33
O 0.49 -0.66 -0.47
C -0.20 -0.41 0.48
H 0.44 -0.43 -0.01
H 0.00 -0.01 -0.04
H -0.26 0.14 -0.33
C -0.80 0.65 -0.01
C -1.26 -0.18 0.22
H -0.69 -0.05 -0.37
C 0.35 0.28 -0.23
H 0.11 0.09 0.13
H -0.17 0.26 0.34
H 0.20 0.11 0.06
C -0.90 0.35 -0.74
C -0.45 0.18 -0.41
C -0.24 0.06 0.44
C -0.02 0.12 0.52
H -0.19 -0.05 0.47
H 0.39 -0.10 -0.31
H -0.31 0.32 0.00
H 0.25 -0.03 0.06
H 0.04 -0.44 0.03
H 0.25 -0.03 -0.11
H -0.16 0.05 -0.40
C 0.55 -0.44 0.06
H 0.13 0.02 -0.20
H 0.03 0.14 0.00
H -0.18 0.62 0.12
H 0.10 0.02 -0.03
C 0.89 -0.38 -0.49
O 0.13 -0.03 -0.07
H -0.16 -0.31 -0.04
H -0.10 0.38 0.06
C -0.95 -0.37 0.34
O -0.21 0.07 0.05
H -0.03 0.26 -0.09
H 0.38 0.09 0.14
H 0.00 0.51 0.53
O 1.20 0.18 0.04
H 0.10 -0.10 -0.13
H 0.19 -0.28 -0.43
N 0.25 -0.18 -0.29
C -0.92 -0.24 -1.60
H 0.01 0.33 0.03
H -0.07 0.29 -0.20
O -0.23 -0.13 -0.05
H 0.12 -0.42 0.11
H -0.10 -0.01 0.09
H 0.25 -0.27 0.12
O -0.46 0.29 0.10
H 0.13 0.01 0.23
H -0.07 0.01 0.13
C 0.75 0.09 0.29
N 0.33 -0.57 -0.39
C 0.03 -0.22 0.11
C 0.29 -1.11 0.78
H 0.25 0.45 0.07
O 0.25 0.32 -0.31
H -0.05 -0.11 -0.04
C 0.21 0.93 -0.48
H 0.03 -0.33 0.25
C -1.01 0.65 0.09
C 0.21 -0.50 0.72
H -0.28 -0.11 0.04
H -0.31 0.14 -0.07
H -0.24 -0.17 -0.12
C 0.17 -1.36 0.46
H 0.35 -0.34 0.25
H 0.06 0.06 0.17
N -0.57 -0.05 0.36
H -0.09 -0.02 0.00

Gap between HOMO and LUMO in Eh: 0.3315
Energy in eV: -87545.42503
SMILES: COC[C@H](C)N.COC[C@H](C)N.COC[C@H](C)N.COC[C@H](C)N.COC[C@H](C)N.COC[C@H](C)N.COCCNCCOC.COCCNCCOC.COCCNCCOC.CCO
ΔE to the lowest compared entry with this formula, charge and spin in kcal per mole: 18.5